Entry 1:
A molecular structure, C12H15BeF9N4O18 at a distorted geometry. Source: the Open Molecules 2025 dataset; level of theory: the ωB97M-V functional and the def2-TZVPD basis.

XYZ file:
```
59
Properties=species:S:1:pos:R:3:nbo_charge:R:1
Be 0.872 0.880 -0.295 1.61
N 0.042 1.790 2.288 0.71
O -0.193 0.622 1.823 -0.67
O 0.259 1.981 3.471 -0.45
O 0.097 2.694 1.433 -0.47
N 2.534 3.909 -0.648 0.72
O 2.615 4.588 0.371 -0.49
O 1.541 3.109 -0.803 -0.66
O 3.352 4.014 -1.568 -0.50
N 3.957 1.744 1.467 0.72
O 2.980 0.995 1.157 -0.65
O 3.945 2.235 2.615 -0.54
O 4.915 1.950 0.727 -0.48
N 2.467 0.355 -2.624 0.71
O 3.034 -0.023 -3.646 -0.49
O 1.220 0.576 -2.630 -0.61
O 3.040 0.490 -1.529 -0.48
C -3.736 2.956 0.559 -0.65
C -4.044 1.830 -0.447 -0.08
O -3.573 2.191 -1.744 -0.50
C -2.274 2.379 -1.940 0.70
O -1.421 2.014 -1.199 -0.53
C -1.950 2.827 -3.389 0.90
F -1.063 3.819 -3.394 -0.29
F -1.415 1.834 -4.075 -0.28
F -3.069 3.303 -3.978 -0.33
H -3.999 3.909 0.106 0.21
H -2.665 2.892 0.755 0.26
H -4.270 2.737 1.483 0.21
H -5.113 1.641 -0.395 0.18
H -3.460 0.948 -0.173 0.19
C 2.935 -2.370 3.867 -0.63
C 2.899 -1.546 2.582 -0.10
O 2.901 -2.423 1.443 -0.48
C 2.208 -2.131 0.382 0.75
O 1.427 -1.229 0.290 -0.63
C 2.370 -3.109 -0.812 0.90
F 1.255 -3.883 -0.807 -0.34
F 2.385 -2.409 -1.926 -0.28
F 3.438 -3.892 -0.731 -0.31
H 2.803 -1.586 4.616 0.23
H 3.902 -2.863 3.932 0.20
H 2.082 -3.039 3.960 0.20
H 3.759 -0.885 2.484 0.23
H 2.037 -0.879 2.533 0.25
C -3.181 -2.959 1.694 -0.63
C -2.082 -2.339 0.852 -0.09
O -2.452 -2.589 -0.527 -0.49
C -1.718 -1.943 -1.415 0.70
O -1.003 -1.021 -1.178 -0.53
C -1.774 -2.486 -2.845 0.91
F -2.695 -3.451 -3.021 -0.33
F -1.991 -1.474 -3.678 -0.30
F -0.606 -3.050 -3.171 -0.30
H -4.141 -2.564 1.355 0.21
H -2.972 -2.984 2.759 0.23
H -3.354 -4.014 1.442 0.20
H -1.101 -2.784 1.020 0.20
H -1.956 -1.290 1.125 0.24
```

Results
Net charge ... -2
Max |F| ... 2.661 eV Å⁻¹
Molecular weight ... 683.26 g/mol
Frontier orbital gap ... 5.84 eV
Lowest unoccupied orbital energy ... 3.8 eV


Entry 2:
C7H17N in the gas phase at a distorted geometry. Source: the Open Molecules 2025 dataset; level of theory: the ωB97M-V functional and the def2-TZVPD basis.

XYZ file:
```
25
Properties=species:S:1:pos:R:3:nbo_charge:R:1
C -0.180 2.638 -2.321 -0.61
C 0.888 1.876 -1.554 -0.41
C 0.613 1.684 -0.068 -0.40
C -0.478 0.642 0.180 -0.22
N 0.062 -0.720 -0.002 -0.66
C 0.235 -1.640 1.115 -0.04
C -0.747 -1.449 2.256 -0.63
C 0.175 -3.067 0.593 -0.61
H -0.059 3.716 -2.173 0.20
H -1.187 2.387 -1.973 0.20
H -0.154 2.415 -3.383 0.21
H 1.865 2.334 -1.710 0.20
H 1.094 0.884 -1.985 0.20
H 0.247 2.641 0.333 0.19
H 1.495 1.360 0.472 0.21
H -1.264 0.746 -0.565 0.18
H -0.864 0.816 1.178 0.19
H -0.345 -1.143 -0.820 0.36
H 1.250 -1.528 1.514 0.17
H -0.674 -2.291 2.949 0.21
H -1.771 -1.496 1.864 0.20
H -0.674 -0.512 2.807 0.21
H -0.838 -3.410 0.408 0.20
H 0.681 -3.744 1.282 0.21
H 0.629 -3.139 -0.395 0.21
```

Results
Max |F| ... 1.305 eV Å⁻¹
Molecular weight ... 115.22 g/mol
Frontier orbital gap ... 9.50 eV
Lowest unoccupied orbital energy ... 1.1 eV


Entry 3:
C5H10O2 in the gas phase. Source: the Open Molecules 2025 dataset; level of theory: the ωB97M-V functional and the def2-TZVPD basis.

XYZ file:
```
17
Properties=species:S:1:pos:R:3:nbo_charge:R:1
C -0.409 -1.825 1.180 -0.63
C 0.590 -1.016 0.357 0.08
O 0.721 -1.567 -0.943 -0.72
C 0.203 0.460 0.399 0.09
C 0.654 1.421 -0.715 -0.46
C -0.842 1.734 -0.843 -0.06
O -1.184 0.682 0.070 -0.54
H -0.183 -2.891 1.092 0.22
H -0.362 -1.541 2.238 0.21
H -1.426 -1.646 0.819 0.22
H 1.589 -1.100 0.805 0.17
H 0.277 -1.011 -1.587 0.47
H 0.424 0.837 1.409 0.18
H 1.304 2.245 -0.414 0.22
H 1.088 0.918 -1.583 0.21
H -1.308 1.578 -1.823 0.17
H -1.136 2.720 -0.461 0.17
```

Results
Max |F| ... 0.358 eV Å⁻¹
Molecular weight ... 102.13 g/mol
Frontier orbital gap ... 10.78 eV
Lowest unoccupied orbital energy ... 0.9 eV


Entry 4:
A molecular structure, C40H51FNO8OsSSiTe at a distorted geometry. Source: the Open Molecules 2025 dataset; level of theory: the ωB97M-V functional and the def2-TZVPD basis.

XYZ file:
```
105
Properties=species:S:1:pos:R:3:lowdin_spin:R:1
Os 0.222 -0.966 0.109 0.86
C -1.965 0.085 3.159 0.00
Te -0.177 -1.016 2.757 -0.01
C 0.772 0.564 3.841 0.00
C -0.314 1.209 4.657 0.00
C -0.007 2.049 5.724 0.00
C -1.014 2.650 6.458 0.00
C -2.342 2.413 6.132 0.00
C -2.653 1.579 5.073 0.00
C -1.643 0.975 4.329 0.00
H -2.778 -0.607 3.372 0.00
H -2.222 0.659 2.268 0.00
H 1.232 1.252 3.138 0.00
H 1.552 0.134 4.466 0.00
H 1.030 2.227 5.980 0.00
H -0.765 3.297 7.288 0.00
H -3.134 2.874 6.707 0.00
H -3.689 1.390 4.818 0.00
O -1.709 -1.574 -0.101 0.02
C -1.546 -2.820 0.145 0.00
O -0.378 -3.240 0.418 0.02
C -2.721 -3.714 0.142 0.00
C -3.986 -3.185 -0.074 0.00
C -5.115 -4.004 -0.099 0.00
C -4.904 -5.347 0.095 0.00
O -5.831 -6.348 0.124 0.00
C -5.097 -7.562 0.285 0.00
O -3.728 -7.229 0.486 0.00
C -3.639 -5.874 0.312 0.00
C -2.522 -5.086 0.345 0.00
H -4.078 -2.118 -0.236 0.00
H -6.107 -3.610 -0.266 0.00
H -5.199 -8.169 -0.619 0.00
H -5.475 -8.098 1.159 0.00
H -1.531 -5.482 0.514 0.00
O 2.306 -0.993 0.665 0.04
N 3.070 -2.060 0.551 0.00
C 4.322 -1.923 1.038 0.00
C 5.219 -2.959 0.972 0.00
C 4.832 -4.162 0.393 0.00
C 3.546 -4.272 -0.098 0.00
C 2.668 -3.208 -0.013 0.01
H 4.531 -0.950 1.456 0.00
H 6.213 -2.814 1.369 0.00
H 5.523 -4.990 0.329 0.00
H 3.193 -5.183 -0.559 0.00
H 1.655 -3.247 -0.380 0.00
C 1.553 2.710 -4.551 0.00
C 0.108 2.352 -4.211 0.00
C -0.721 2.185 -5.481 0.00
C -0.499 3.413 -3.303 0.00
O 0.103 1.141 -3.445 0.00
Si 0.224 -0.428 -3.876 0.00
S 0.828 -1.501 -2.173 0.00
O -1.113 -1.006 -4.622 0.00
C -2.437 -1.302 -4.182 0.00
C -2.859 -0.329 -3.086 0.00
C -2.461 -2.743 -3.671 0.00
C -3.329 -1.147 -5.409 0.00
O 1.381 -0.517 -5.029 0.00
C 1.686 -1.521 -6.004 0.00
C 3.151 -1.307 -6.365 0.00
C 0.795 -1.310 -7.225 0.00
C 1.487 -2.917 -5.420 0.00
H 1.587 3.651 -5.102 0.00
H 2.008 1.925 -5.151 0.00
H 2.127 2.825 -3.633 0.00
H -0.744 3.117 -6.046 0.00
H -1.746 1.901 -5.234 0.00
H -0.295 1.406 -6.113 0.00
H -0.513 4.383 -3.802 0.00
H 0.092 3.492 -2.389 0.00
H -1.520 3.143 -3.031 0.00
H -2.209 -0.426 -2.219 0.00
H -3.883 -0.547 -2.777 0.00
H -2.814 0.702 -3.444 0.00
H -1.759 -2.856 -2.838 0.00
H -2.157 -3.425 -4.466 0.00
H -3.462 -3.017 -3.336 0.00
H -3.278 -0.126 -5.789 0.00
H -4.367 -1.378 -5.161 0.00
H -2.998 -1.825 -6.196 0.00
H 3.299 -0.297 -6.748 0.00
H 3.468 -2.021 -7.127 0.00
H 3.774 -1.434 -5.480 0.00
H 0.954 -0.311 -7.634 0.00
H -0.251 -1.410 -6.942 0.00
H 1.026 -2.042 -8.000 0.00
H 2.099 -3.042 -4.526 0.00
H 1.774 -3.670 -6.156 0.00
H 0.445 -3.075 -5.146 0.00
F 4.592 3.742 0.796 0.00
C 3.421 3.112 0.522 0.01
C 2.358 3.280 1.383 0.00
C 1.170 2.620 1.102 0.01
C 1.033 1.795 -0.019 0.02
C -0.221 1.036 -0.263 0.01
C 2.128 1.687 -0.880 0.01
C 3.324 2.335 -0.616 0.00
H 2.460 3.925 2.246 0.00
H 0.314 2.775 1.753 0.00
H -0.551 1.110 -1.299 0.00
H -1.000 1.404 0.415 0.00
H 2.042 1.060 -1.760 0.00
H 4.170 2.243 -1.283 0.00
```

Results
Max |F| ... 1.109 eV Å⁻¹
Molecular weight ... 1070.83 g/mol
Frontier orbital gap (spin up / spin down) ... 6.96 / 6.62 eV
Lowest unoccupied orbital energy (spin up / spin down) ... -0.2 / -0.3 eV
Spin multiplicity ... 2


Entry 5:
A molecular structure, C8H9N at a distorted geometry. Source: the Open Molecules 2025 dataset; level of theory: the ωB97M-V functional and the def2-TZVPD basis.

XYZ file:
```
18
Properties=species:S:1:pos:R:3:nbo_charge:R:1
C -1.343 1.244 -0.562 0.20
C -2.313 0.374 -0.429 -0.65
C 1.033 -0.580 0.425 -0.20
C -0.088 -1.077 0.799 0.45
C -2.539 -0.885 0.488 -0.19
C 1.731 0.519 1.015 -0.41
C 1.312 -0.304 -1.034 -0.40
C 2.167 0.825 -0.405 -0.38
N -1.250 -1.472 0.783 -0.44
H -3.235 0.400 -0.967 0.29
H -3.093 -0.632 1.377 0.23
H -3.009 -1.535 -0.197 0.22
H 1.014 1.257 1.494 0.20
H 2.500 0.466 1.690 0.21
H 1.956 -0.967 -1.675 0.21
H 0.246 -0.159 -1.561 0.23
H 1.700 1.806 -0.681 0.22
H 3.211 0.720 -0.560 0.21
```

Results
Max |F| ... 4.473 eV Å⁻¹
Molecular weight ... 119.17 g/mol
Frontier orbital gap (spin up / spin down) ... 7.38 / 7.38 eV
Lowest unoccupied orbital energy (spin up / spin down) ... -0.6 / -0.6 eV


Entry 6:
2 unconnected molecules or ions with the total composition C2H2ClFO2 at a distorted geometry. Source: the Open Molecules 2025 dataset; level of theory: the ωB97M-V functional and the def2-TZVPD basis.

XYZ file:
```
8
Properties=species:S:1:pos:R:3:nbo_charge:R:1
C -0.196 1.083 0.167 0.47
C 0.233 -0.272 -0.115 0.53
O 0.270 2.069 -0.223 -0.45
O -0.001 -1.234 0.704 -0.65
F 1.469 -0.376 -0.549 -0.33
Cl -1.704 1.041 1.124 -0.07
H -0.727 -0.419 -1.569 -0.01
H 0.656 -1.891 0.461 0.50
```

Results
Max |F| ... 5.067 eV Å⁻¹
Molecular weight ... 112.49 g/mol
Frontier orbital gap ... 9.68 eV
Lowest unoccupied orbital energy ... -0.5 eV


Question: Which value of molecular weight does entry 3 give?
Answer: 102.13 g/mol